No. 1
Entry from the Open Molecules 2025 dataset: 7 unconnected molecules or ions with the total composition C28H77N7O7 (ωB97M-V/def2-TZVPD).

Bonds (Å) are listed after each position.
Element x y z (Å)
1 C 10.001 -25.259 -20.282  O2 1.399, H7 1.097, H8 1.094, H9 1.094
2 O 10.324 -23.977 -19.826  C1 1.399, C3 1.401
3 C 11.544 -23.896 -19.143  O2 1.401, C4 1.523, H10 1.096, H11 1.099
4 C 11.753 -22.469 -18.651  C3 1.523, C5 1.518, N6 1.482, H12 1.097
5 C 13.064 -22.213 -17.929  C4 1.518, H13 1.094, H14 1.083, H15 1.096
6 N 10.702 -22.207 -17.639  C4 1.482, H16 1.009, H17 1.017
7 H 9.863 -26.013 -19.497  C1 1.097
8 H 10.609 -25.696 -21.079  C1 1.094
9 H 8.987 -25.160 -20.679  C1 1.094
10 H 11.623 -24.483 -18.221  C3 1.096
11 H 12.377 -24.144 -19.816  C3 1.099
12 H 11.637 -21.758 -19.476  C4 1.097
13 H 13.294 -23.120 -17.362  C5 1.094
14 H 13.090 -21.262 -17.410  C5 1.083
15 H 13.878 -22.247 -18.662  C5 1.096
16 H 10.836 -21.380 -17.077  N6 1.009
17 H 9.830 -22.091 -18.149  N6 1.017
18 C 16.445 -19.948 -18.031  O19 1.411, H24 1.091, H25 1.092, H26 1.097
19 O 16.731 -21.271 -18.427  C18 1.411, C20 1.403
20 C 16.496 -21.489 -19.792  O19 1.403, C21 1.525, H27 1.099, H28 1.096
21 C 16.806 -22.929 -20.187  C20 1.525, C22 1.530, N23 1.475, H29 1.101
22 C 16.637 -23.261 -21.671  C21 1.530, H30 1.090, H31 1.090, H32 1.092
23 N 15.955 -23.829 -19.385  C21 1.475, H33 1.018, H34 1.014
24 H 16.495 -19.184 -18.810  C18 1.091
25 H 17.159 -19.716 -17.238  C18 1.092
26 H 15.450 -19.858 -17.579  C18 1.097
27 H 15.424 -21.373 -20.005  C20 1.099
28 H 17.144 -20.884 -20.437  C20 1.096
29 H 17.858 -23.087 -19.905  C21 1.101
30 H 17.028 -24.251 -21.902  C22 1.090
31 H 17.141 -22.581 -22.359  C22 1.090
32 H 15.557 -23.252 -21.831  C22 1.092
33 H 15.978 -23.440 -18.445  N23 1.018
34 H 16.360 -24.755 -19.306  N23 1.014
35 C 12.550 -25.978 -24.447  O36 1.424, H41 1.094, H42 1.095, H43 1.089
36 O 11.171 -25.908 -24.097  C35 1.424, C37 1.423
37 C 10.749 -24.567 -23.879  O36 1.423, C38 1.517, H44 1.094, H45 1.092
38 C 10.207 -23.874 -25.115  C37 1.517, C39 1.522, N40 1.467, H46 1.102
39 C 10.304 -22.358 -25.025  C38 1.522, H47 1.095, H48 1.090, H49 1.091
40 N 8.866 -24.390 -25.410  C38 1.467, H50 1.014, H51 1.016
41 H 13.194 -25.462 -23.728  C35 1.094
42 H 12.679 -25.544 -25.444  C35 1.095
43 H 12.779 -27.042 -24.452  C35 1.089
44 H 9.918 -24.659 -23.175  C37 1.094
45 H 11.515 -23.979 -23.367  C37 1.092
46 H 10.791 -24.246 -25.973  C38 1.102
47 H 9.927 -21.854 -25.922  C39 1.095
48 H 11.349 -22.053 -24.974  C39 1.090
49 H 9.656 -21.963 -24.240  C39 1.091
50 H 8.650 -24.350 -26.399  N40 1.014
51 H 8.840 -25.388 -25.215  N40 1.016
52 C 15.286 -24.472 -24.717  O53 1.400, H58 1.098, H59 1.085, H60 1.097
53 O 14.576 -24.411 -25.922  C52 1.400, C54 1.404
54 C 13.439 -23.588 -25.903  O53 1.404, C55 1.530, H61 1.098, H62 1.102
55 C 12.908 -23.537 -27.337  C54 1.530, C56 1.532, N57 1.476, H63 1.097
56 C 11.735 -22.567 -27.517  C55 1.532, H64 1.092, H65 1.087, H66 1.089
57 N 12.429 -24.874 -27.741  C55 1.476, H67 1.020, H68 1.022
58 H 15.579 -23.471 -24.377  C52 1.098
59 H 16.150 -25.108 -24.880  C52 1.085
60 H 14.721 -24.844 -23.853  C52 1.097
61 H 12.665 -23.865 -25.175  C54 1.098
62 H 13.766 -22.574 -25.618  C54 1.102
63 H 13.814 -23.203 -27.858  C55 1.097
64 H 12.026 -21.584 -27.144  C56 1.092
65 H 10.861 -22.921 -26.976  C56 1.087
66 H 11.535 -22.536 -28.588  C56 1.089
67 H 12.261 -24.823 -28.745  N57 1.020
68 H 13.238 -25.497 -27.697  N57 1.022
69 C 12.897 -15.389 -26.210  O70 1.432, H75 1.095, H76 1.090, H77 1.094
70 O 13.056 -14.149 -25.511  C69 1.432, C71 1.421
71 C 13.012 -14.295 -24.098  O70 1.421, C72 1.521, H78 1.093, H79 1.097
72 C 13.989 -13.346 -23.422  C71 1.521, C73 1.522, N74 1.467, H80 1.103
73 C 15.392 -13.356 -24.012  C72 1.522, H81 1.094, H82 1.089, H83 1.093
74 N 14.052 -13.577 -21.975  C72 1.467, H84 1.016, H85 1.013
75 H 13.907 -15.811 -26.247  C69 1.095
76 H 12.518 -15.038 -27.170  C69 1.090
77 H 12.201 -16.069 -25.710  C69 1.094
78 H 11.971 -14.147 -23.802  C71 1.093
79 H 13.293 -15.301 -23.766  C71 1.097
80 H 13.678 -12.294 -23.547  C72 1.103
81 H 15.806 -14.368 -24.017  C73 1.094
82 H 16.054 -12.634 -23.535  C73 1.089
83 H 15.371 -13.053 -25.062  C73 1.093
84 H 13.170 -13.234 -21.607  N74 1.016
85 H 14.765 -12.986 -21.565  N74 1.013
86 C 12.773 -21.978 -21.898  O87 1.417, H92 1.098, H93 1.089, H94 1.095
87 O 12.614 -20.666 -22.412  C86 1.417, C88 1.409
88 C 13.804 -20.189 -22.998  O87 1.409, C89 1.501, H95 1.107, H96 1.100
89 C 13.563 -18.815 -23.550  C88 1.501, C90 1.509, N91 1.488, H97 1.102
90 C 14.771 -18.130 -24.141  C89 1.509, H98 1.090, H99 1.092, H100 1.099
91 N 12.906 -17.923 -22.557  C89 1.488, H101 1.013, H102 1.011
92 H 13.349 -22.614 -22.583  C86 1.098
93 H 11.795 -22.442 -21.780  C86 1.089
94 H 13.323 -21.909 -20.954  C86 1.095
95 H 14.580 -20.170 -22.210  C88 1.107
96 H 14.221 -20.846 -23.776  C88 1.100
97 H 12.827 -18.908 -24.365  C89 1.102
98 H 14.751 -17.040 -24.144  C90 1.090
99 H 15.024 -18.440 -25.158  C90 1.092
100 H 15.671 -18.313 -23.537  C90 1.099
101 H 12.251 -17.351 -23.078  N91 1.013
102 H 12.350 -18.451 -21.898  N91 1.011
103 C 9.232 -14.965 -22.884  O104 1.428, H109 1.095, H110 1.093, H111 1.087
104 O 10.254 -15.716 -22.227  C103 1.428, C105 1.440
105 C 10.897 -15.002 -21.154  O104 1.440, C106 1.502, H112 1.089, H113 1.092
106 C 9.982 -14.358 -20.151  C105 1.502, C107 1.537, N108 1.482, H114 1.102
107 C 10.687 -13.495 -19.093  C106 1.537, H115 1.088, H116 1.098, H117 1.088
108 N 9.125 -15.366 -19.483  C106 1.482, H118 1.023, H119 1.016
109 H 9.598 -13.938 -22.980  C103 1.095
110 H 8.291 -14.977 -22.328  C103 1.093
111 H 9.086 -15.454 -23.844  C103 1.087
112 H 11.566 -15.740 -20.713  C105 1.089
113 H 11.489 -14.262 -21.698  C105 1.092
114 H 9.337 -13.641 -20.682  C106 1.102
115 H 11.356 -12.795 -19.588  C107 1.088
116 H 11.288 -14.175 -18.476  C107 1.098
117 H 9.957 -13.156 -18.361  C107 1.088
118 H 8.822 -15.959 -20.260  N108 1.023
119 H 8.274 -14.909 -19.169  N108 1.016

Properties
HOMO energy (eV): -8.87
SMILES string: COC[C@H](C)N.COC[C@H](C)N.COC[C@H](C)N.COC[C@H](C)N.COC[C@H](C)N.COC[C@H](C)N.COC[C@H](C)N
Calculated total energy (eV): -55042.3214
LUMO (eV): 0.59

=====

No. 2
Entry from the Open Molecules 2025 dataset: 7 unconnected molecules or ions with the total composition C28H77N7O7 (ωB97M-V/def2-TZVPD).

Bonds (Å) are listed after each position.
Element x y z (Å)
1 C 2.401 -3.730 -1.272  O2 1.507, H7 1.107, H8 1.053, H9 1.224
2 O 3.496 -3.959 -0.261  C1 1.507, C3 1.389
3 C 3.687 -2.876 0.588  O2 1.389, C4 1.516, H10 1.029, H11 1.024
4 C 4.764 -3.333 1.553  C3 1.516, C5 1.418, N6 1.466, H12 0.938
5 C 4.614 -4.535 2.289  C4 1.418, H13 1.077, H14 1.031, H15 1.275
6 N 5.223 -2.222 2.392  C4 1.466, H16 1.036, H17 1.089
7 H 1.509 -3.480 -0.667  C1 1.107
8 H 2.203 -4.574 -1.869  C1 1.053
9 H 2.537 -2.638 -1.807  C1 1.224
10 H 3.827 -1.929 0.210  C3 1.029
11 H 2.766 -2.659 0.982  C3 1.024
12 H 5.359 -3.655 0.904  C4 0.938
13 H 5.527 -4.878 2.747  C5 1.077
14 H 4.490 -5.369 1.696  C5 1.031
15 H 3.818 -4.589 3.283  C5 1.275
16 H 5.825 -2.723 3.070  N6 1.036
17 H 4.303 -2.049 2.948  N6 1.089
18 C -2.788 1.930 -5.633  O19 1.450, H24 1.039, H25 1.114, H26 1.111
19 O -3.065 2.199 -4.235  C18 1.450, C20 1.478
20 C -2.094 3.155 -3.661  O19 1.478, C21 1.582, H27 1.100, H28 1.127
21 C -2.543 3.532 -2.191  C20 1.582, C22 1.429, N23 1.443, H29 1.075
22 C -3.946 3.791 -2.124  C21 1.429, H30 0.950, H31 1.146, H32 1.266
23 N -1.675 4.563 -1.676  C21 1.443, H33 0.910, H34 0.981
24 H -2.223 1.061 -5.564  C18 1.039
25 H -2.209 2.753 -6.110  C18 1.114
26 H -3.803 1.663 -5.996  C18 1.111
27 H -1.099 2.689 -3.696  C20 1.100
28 H -1.965 3.980 -4.417  C20 1.127
29 H -2.353 2.564 -1.764  C21 1.075
30 H -3.904 4.475 -2.782  C22 0.950
31 H -4.262 4.402 -1.208  C22 1.146
32 H -4.820 3.092 -2.717  C22 1.266
33 H -1.721 5.262 -2.257  N23 0.910
34 H -0.771 4.187 -1.609  N23 0.981
35 C 1.847 0.398 0.042  O36 1.432, H41 1.067, H42 1.219, H43 1.198
36 O 1.112 -0.468 -0.830  C35 1.432, C37 1.422
37 C -0.119 -1.032 -0.397  O36 1.422, C38 1.569, H44 1.102, H45 1.090
38 C -0.713 -1.669 -1.702  C37 1.569, C39 1.513, N40 1.516, H46 1.166
39 C -1.445 -0.549 -2.408  C38 1.513, H47 1.104, H48 1.118, H49 1.151
40 N -1.727 -2.731 -1.325  C38 1.516, H50 0.940, H51 0.990
41 H 2.214 -0.280 0.779  C35 1.067
42 H 1.384 1.466 0.403  C35 1.219
43 H 2.931 0.744 -0.332  C35 1.198
44 H 0.222 -1.792 0.325  C37 1.102
45 H -0.776 -0.360 0.155  C37 1.090
46 H 0.049 -2.205 -2.404  C38 1.166
47 H -0.721 0.241 -2.673  C39 1.104
48 H -2.036 0.140 -1.755  C39 1.118
49 H -2.086 -0.688 -3.354  C39 1.151
50 H -2.502 -2.533 -0.831  N40 0.940
51 H -1.422 -3.613 -0.996  N40 0.990
52 C 1.224 3.186 2.837  O53 1.360, H58 1.068, H59 1.068, H60 1.043
53 O -0.017 3.741 2.832  C52 1.360, C54 1.383
54 C -1.092 2.959 2.452  O53 1.383, C55 1.474, H61 1.160, H62 1.214
55 C -2.355 3.713 2.551  C54 1.474, C56 1.542, N57 1.482, H63 1.042
56 C -2.919 4.036 3.949  C55 1.542, H64 1.254, H65 1.116, H66 0.964
57 N -3.412 3.001 1.793  C55 1.482, H67 1.087, H68 1.073
58 H 1.892 3.908 3.254  C52 1.068
59 H 1.446 3.225 1.792  C52 1.068
60 H 1.160 2.307 3.393  C52 1.043
61 H -0.906 2.709 1.334  C54 1.160
62 H -1.070 1.839 2.922  C54 1.214
63 H -2.134 4.603 2.057  C55 1.042
64 H -1.927 4.296 4.670  C56 1.254
65 H -3.675 3.244 4.162  C56 1.116
66 H -3.401 4.839 4.177  C56 0.964
67 H -3.214 3.373 0.792  N57 1.087
68 H -4.288 3.489 2.172  N57 1.073
69 C -5.160 -0.503 -1.086  O70 1.387, H75 1.091, H76 1.198, H77 0.997
70 O -4.913 -0.989 0.190  C69 1.387, C71 1.304
71 C -5.017 -0.063 1.103  O70 1.304, C72 1.617, H78 1.036, H79 1.127
72 C -3.801 -0.376 2.122  C71 1.617, C73 1.510, N74 1.448, H80 1.187
73 C -3.944 -1.834 2.490  C72 1.510, H81 0.997, H82 1.090, H83 1.190
74 N -3.722 0.489 3.280  C72 1.448, H84 1.013, H85 1.007
75 H -6.226 -0.416 -1.298  C69 1.091
76 H -5.129 -1.366 -1.916  C69 1.198
77 H -4.577 0.279 -1.297  C69 0.997
78 H -4.900 0.958 0.977  C71 1.036
79 H -5.970 -0.102 1.704  C71 1.127
80 H -3.043 -0.265 1.216  C72 1.187
81 H -3.532 -2.511 1.884  C73 0.997
82 H -4.823 -2.346 2.880  C73 1.090
83 H -3.124 -1.924 3.347  C73 1.190
84 H -4.541 0.999 3.590  N74 1.013
85 H -3.586 1.384 2.840  N74 1.007
86 C 2.203 0.784 -3.440  O87 1.480, H92 1.274, H93 1.158, H94 1.060
87 O 3.658 0.987 -3.614  C86 1.480, C88 1.322
88 C 3.979 2.234 -3.912  O87 1.322, C89 1.493, H95 1.077, H96 1.085
89 C 5.418 2.443 -3.577  C88 1.493, C90 1.547, N91 1.468, H97 1.107
90 C 5.820 2.373 -2.084  C89 1.547, H98 1.049, H99 0.957, H100 1.217
91 N 5.889 3.763 -4.013  C89 1.468, H101 1.123, H102 0.984
92 H 1.386 1.174 -4.338  C86 1.274
93 H 1.905 1.278 -2.436  C86 1.158
94 H 2.123 -0.273 -3.453  C86 1.060
95 H 3.945 2.678 -4.893  C88 1.077
96 H 3.257 2.938 -3.510  C88 1.085
97 H 6.148 1.809 -4.116  C89 1.107
98 H 5.443 3.234 -1.619  C90 1.049
99 H 6.772 2.360 -1.987  C90 0.957
100 H 5.463 1.442 -1.387  C90 1.217
101 H 5.682 4.224 -5.017  N91 1.123
102 H 6.843 3.569 -3.870  N91 0.984
103 C 0.001 -1.498 3.560  O104 1.412, H109 0.952, H110 1.078, H111 0.994
104 O 0.420 -2.535 2.698  C103 1.412, C105 1.439
105 C 0.859 -3.754 3.324  O104 1.439, C106 1.576, H112 1.071, H113 1.113
106 C 0.969 -4.886 2.234  C105 1.576, C107 1.580, N108 1.513, H114 0.949
107 C -0.395 -4.903 1.438  C106 1.580, H115 1.066, H116 1.159, H117 1.131
108 N 1.144 -6.240 2.888  C106 1.513, H118 0.947, H119 1.021
109 H 0.486 -1.244 4.340  C103 0.952
110 H -0.959 -1.711 4.003  C103 1.078
111 H -0.186 -0.869 2.815  C103 0.994
112 H 1.848 -3.732 3.734  C105 1.071
113 H 0.292 -4.012 4.247  C105 1.113
114 H 1.731 -4.888 1.669  C106 0.949
115 H -1.223 -5.034 2.098  C107 1.066
116 H -0.240 -5.723 0.633  C107 1.159
117 H -0.640 -3.953 0.876  C107 1.131
118 H 1.895 -6.106 3.449  N108 0.947
119 H 1.441 -6.979 2.250  N108 1.021

Properties
HOMO energy (eV): -8.67
SMILES string: COC[C@H](C)N.COC[C@H](C)N.COC[C@H](C)N.COC[C@H](C)N.COC[C@H](C)N.COC[C@H](C)N.COC[C@H](C)N
Calculated total energy (eV): -55027.0552
LUMO (eV): 0.48

=====

Q: The lowest LUMO belongs to which entry?
A: number 2